(1)
A structure of composition C39H51CaN7O5P2S, computed with wB97M-V/def2-TZVPD.

Geometry as XYZ:
```
106
Properties=species:S:1:pos:R:3
Ca -0.3295 -0.0197 -0.0137
C -4.0512 -3.0793 2.9519
C -3.6950 -1.6432 3.0073
N -4.0400 -0.8056 3.9243
N -3.4752 0.3751 3.5563
C -2.7716 0.3009 2.4237
S -1.9827 1.5209 1.5908
N -2.8929 -1.0084 2.0750
N -2.3527 -1.5281 0.8973
H -4.7330 -3.3006 3.7684
H -3.1657 -3.7099 3.0612
H -4.5391 -3.3293 2.0087
H -3.6081 1.1994 4.1195
H -3.0880 -1.4232 0.1799
H -2.1431 -2.5092 1.0525
C -0.5089 -2.4960 -4.4483
C -0.6112 -2.2720 -2.9372
C -1.7143 -1.2432 -2.6975
C 0.7445 -1.8528 -2.3554
C 1.8923 -2.7838 -2.7692
O 2.6017 -3.0153 -1.5407
C 1.8432 -2.5669 -0.5367
N 0.7801 -1.9203 -0.8699
C 2.3528 -2.9804 0.7931
C 3.0108 -4.2156 0.8068
C 3.5275 -4.7449 1.9745
C 3.4138 -4.0363 3.1593
C 2.7786 -2.8055 3.1574
C 2.2368 -2.2602 1.9928
P 1.4799 -0.6044 2.1200
C 0.7593 -0.6647 3.7934
C -0.3195 -1.5335 3.9743
C -0.9469 -1.6322 5.2039
C -0.5114 -0.8487 6.2663
C 0.5596 0.0131 6.0950
C 1.1988 0.1047 4.8643
C 2.8911 0.5336 2.2044
C 4.2040 0.1231 1.9860
C 5.2379 1.0490 2.0168
C 4.9726 2.3850 2.2761
C 3.6659 2.8001 2.5030
C 2.6274 1.8835 2.4538
H -1.4892 -2.7346 -4.8600
H 0.1606 -3.3140 -4.7087
H -0.1548 -1.5899 -4.9463
H -0.8818 -3.2181 -2.4551
H -1.6083 -0.3877 -3.3671
H -1.7748 -0.8345 -1.6821
H -2.6920 -1.6821 -2.8987
H 0.9618 -0.8181 -2.6556
H 2.5827 -2.3532 -3.4893
H 1.5411 -3.7498 -3.1329
H 3.1117 -4.7703 -0.1142
H 4.0232 -5.7057 1.9536
H 3.8201 -4.4335 4.0797
H 2.7038 -2.2517 4.0840
H -0.6400 -2.1655 3.1487
H -1.7695 -2.3216 5.3452
H -0.9995 -0.9218 7.2288
H 0.9104 0.6114 6.9253
H 2.0464 0.7667 4.7510
H 4.4296 -0.9199 1.8029
H 6.2551 0.7185 1.8525
H 5.7821 3.1017 2.3145
H 3.4601 3.8383 2.7306
H 1.6082 2.2135 2.6253
C 2.9213 5.7232 -1.1131
C 1.8031 4.8291 -0.6398
O 1.9853 3.5197 -1.2468
P 1.2002 2.2522 -0.6609
O 2.1075 1.0538 -1.2954
C 3.5510 1.0736 -1.4139
C 3.9565 1.3982 -2.8328
O -0.1119 2.0181 -1.6120
C -0.0975 2.2211 -3.0641
C -0.4523 3.6418 -3.4271
H 2.8132 6.7135 -0.6720
H 2.8999 5.8272 -2.1973
H 3.8876 5.3158 -0.8166
H 0.8274 5.2153 -0.9381
H 1.8173 4.7142 0.4460
H 3.8866 0.0792 -1.1174
H 3.9603 1.7968 -0.7066
H 3.5124 0.6894 -3.5337
H 5.0406 1.3385 -2.9314
H 3.6410 2.4065 -3.0984
H -0.8565 1.5498 -3.4526
H 0.8867 1.9304 -3.4371
H -1.4361 3.8906 -3.0318
H -0.4907 3.7309 -4.5125
H 0.2884 4.3479 -3.0577
N -5.2960 2.6466 -4.2673
C -4.4285 1.9131 -3.5454
O -3.2155 2.0325 -3.6300
C -5.0153 0.8901 -2.6188
C -6.1945 0.1952 -2.8592
C -6.5716 -0.8024 -1.9733
C -5.7459 -1.0807 -0.8976
N -4.6149 -0.4148 -0.6477
C -4.2794 0.5605 -1.4886
H -4.9289 3.3316 -4.9074
H -6.2842 2.6387 -4.0903
H -6.7957 0.4012 -3.7358
H -7.4790 -1.3700 -2.1220
H -6.0007 -1.8763 -0.2063
H -3.3775 1.1244 -1.2686
```

Calculated values
strongest force on any atom = 0.7 eV/A
relative energy (zero: lowest compared OMol25 entry of this formula, charge and spin) = 0.00 kcal per mole
net charge = +2
LUMO = -0.16333 Ha

***

(2)
A structure of composition C39H52BaN5O3P4, computed with wB97M-V/def2-TZVPD.

Geometry as XYZ:
```
104
Properties=species:S:1:pos:R:3
Ba -0.9634 0.4324 0.0441
C -3.0649 -2.6521 -4.3911
N -2.4475 -1.3298 -4.5097
C -2.7936 -0.6021 -5.7238
P -1.2045 -1.0309 -3.5025
O -1.5355 -1.1224 -2.0562
O -0.8704 0.5059 -3.9378
P 0.0816 1.4860 -3.0667
O 0.9216 0.7169 -2.1318
N -1.0328 2.4647 -2.3140
C -0.5661 3.7732 -1.8385
C -2.4848 2.2971 -2.4111
N 0.9298 2.3921 -4.1054
C 2.3522 2.1538 -4.3367
C 0.2450 3.1946 -5.1107
N 0.0545 -1.9999 -3.8623
C 1.0360 -2.3972 -2.8524
C 0.5183 -2.0900 -5.2410
H -2.7087 -3.3272 -5.1742
H -4.1471 -2.5517 -4.4768
H -2.8411 -3.0881 -3.4193
H -2.5160 -1.1714 -6.6163
H -2.2934 0.3598 -5.7525
H -3.8719 -0.4360 -5.7505
H 0.5054 3.7385 -1.6465
H -1.0738 4.0257 -0.9056
H -0.7715 4.5642 -2.5644
H -2.9515 2.8195 -1.5723
H -2.7547 1.2392 -2.3536
H -2.9028 2.7164 -3.3292
H 2.7690 1.5803 -3.5140
H 2.8750 3.1093 -4.3913
H 2.5131 1.6140 -5.2744
H -0.8015 3.3378 -4.8410
H 0.2803 2.7135 -6.0917
H 0.7165 4.1754 -5.1884
H 0.5702 -2.4270 -1.8715
H 1.8825 -1.7065 -2.8244
H 1.3931 -3.3992 -3.0936
H -0.2942 -1.8670 -5.9317
H 0.8667 -3.1034 -5.4422
H 1.3422 -1.3956 -5.4352
C 3.8959 0.0077 2.2525
N 2.5972 0.2668 1.6224
P 1.1755 -0.4926 2.2048
C 1.2341 -0.3486 4.0116
C 0.5138 0.6915 4.5946
C 0.5599 0.8985 5.9647
C 1.3249 0.0589 6.7619
C 2.0411 -0.9851 6.1910
C 1.9967 -1.1888 4.8204
C 1.4359 -2.2688 1.9125
C 2.3591 -2.7375 0.9781
C 2.4375 -4.0928 0.6887
C 1.5839 -4.9863 1.3208
C 0.6497 -4.5228 2.2378
C 0.5717 -3.1710 2.5341
P 2.2353 1.7724 0.8656
C 2.7482 3.0238 2.0911
C 1.7361 3.6605 2.8070
C 2.0372 4.5620 3.8187
C 3.3618 4.8382 4.1193
C 4.3815 4.2216 3.4037
C 4.0774 3.3232 2.3939
C 3.5769 1.8845 -0.3716
C 4.0775 3.1251 -0.7626
C 5.0831 3.2123 -1.7163
C 5.6065 2.0594 -2.2839
C 5.1036 0.8193 -1.9110
C 4.0869 0.7345 -0.9716
H 4.0023 -1.0608 2.4408
H 3.9886 0.5389 3.2025
H 4.7026 0.3191 1.5887
H -0.1019 1.3311 3.9717
H -0.0088 1.7033 6.4118
H 1.3576 0.2125 7.8328
H 2.6315 -1.6425 6.8158
H 2.5456 -2.0128 4.3795
H 3.0220 -2.0410 0.4809
H 3.1689 -4.4517 -0.0248
H 1.6455 -6.0438 1.0980
H -0.0296 -5.2130 2.7210
H -0.1789 -2.8159 3.2340
H 0.6990 3.4423 2.5729
H 1.2417 5.0478 4.3684
H 3.6031 5.5397 4.9071
H 5.4152 4.4444 3.6335
H 4.8793 2.8642 1.8285
H 3.7094 4.0307 -0.2921
H 5.4757 4.1816 -1.9959
H 6.4080 2.1258 -3.0082
H 5.5114 -0.0837 -2.3477
H 3.6954 -0.2333 -0.6841
C -3.2060 -3.3013 3.3086
C -3.0220 -2.1090 4.0048
C -2.6118 -0.9653 3.3312
C -2.3484 -0.9381 1.9491
C -2.5474 -2.1650 1.2991
C -2.9701 -3.3276 1.9438
H -3.5337 -4.1945 3.8268
H -3.2060 -2.0774 5.0734
H -2.4874 -0.0607 3.9233
H -2.3572 -2.2530 0.2226
H -3.1111 -4.2479 1.3866
```

Calculated values
strongest force on any atom = 0.5 eV/A
relative energy (zero: lowest compared OMol25 entry of this formula, charge and spin) = 0.00 kcal per mole
net charge = +1
LUMO = -0.07803 Ha

***

(3)
A structure of composition C39H52N12O2P2Ti, computed with wB97M-V/def2-TZVPD.

Geometry as XYZ:
```
108
Properties=species:S:1:pos:R:3
Ti 0.1110 0.9602 -0.2574
O 2.2782 -3.9507 2.5651
C 2.7817 -3.1963 3.5506
O 3.3833 -3.3653 4.5477
C 2.1006 -2.3724 2.5619
C 0.7072 -1.9748 2.7226
C 0.1869 -1.0096 1.9493
N 0.9142 -0.3109 1.0036
C 2.2177 -0.7371 0.7556
C 2.8150 -1.7027 1.4773
C 2.8870 -0.0269 -0.3697
C 4.1613 -0.3441 -0.8267
C 4.6861 0.3488 -1.9031
C 3.9265 1.3410 -2.5125
C 2.6722 1.6052 -2.0053
N 2.1709 0.9545 -0.9473
C -1.2659 -0.7692 1.8509
C -2.1754 -1.0197 2.8705
C -3.5269 -0.9898 2.5656
C -3.9201 -0.7321 1.2574
C -2.9488 -0.4148 0.3255
N -1.6433 -0.3998 0.6137
H 0.0878 -2.5251 3.4171
H 3.8217 -2.0291 1.2636
H 4.7387 -1.1173 -0.3432
H 5.6780 0.1166 -2.2666
H 4.2990 1.9023 -3.3571
H 2.0388 2.3674 -2.4477
H -1.8250 -1.2338 3.8705
H -4.2667 -1.1694 3.3348
H -4.9619 -0.7409 0.9703
H -3.2177 -0.1556 -0.6911
N -2.9833 2.6652 0.6662
C -2.7152 2.6697 -0.6418
N -3.4984 3.3894 -1.4225
C -3.2426 3.3344 -2.7299
N -3.9018 4.1325 -3.5483
N -2.3562 2.4588 -3.2959
C -1.6361 1.7961 -2.4426
N -1.6575 1.9300 -1.0927
C -0.7349 0.7292 -3.0105
C -0.6281 0.5540 -4.3813
C 0.1314 -0.5046 -4.8549
C 0.7477 -1.3559 -3.9465
C 0.6001 -1.1077 -2.5938
N -0.1301 -0.0897 -2.1322
H -3.7737 3.1977 0.9937
H -2.4645 2.0959 1.3124
H -4.5876 4.7729 -3.1817
H -3.7525 4.0749 -4.5419
H -1.1407 1.2344 -5.0448
H 0.2365 -0.6639 -5.9195
H 1.3473 -2.1926 -4.2762
H 1.0788 -1.7293 -1.8451
C 2.9997 1.9172 2.4647
C 2.6302 3.2909 1.9020
C 2.7793 4.3290 3.0205
P 0.9895 3.3310 1.0244
C 1.2688 4.6181 -0.2830
C 0.0259 4.8471 -1.1420
C 1.8643 5.9542 0.1696
C -0.3395 3.9231 2.1654
C -0.3198 5.3201 2.7915
C -0.5797 2.8517 3.2375
H 3.8013 2.0282 3.1953
H 3.3663 1.2454 1.6972
H 2.1616 1.4365 2.9742
H 3.3377 3.5458 1.1045
H 2.1664 4.0680 3.8832
H 2.5364 5.3431 2.7185
H 3.8178 4.3245 3.3532
H 2.0363 4.1418 -0.9080
H -0.8385 5.1402 -0.5408
H -0.2509 3.9657 -1.7249
H 0.2124 5.6559 -1.8488
H 1.1786 6.5298 0.7860
H 2.0866 6.5533 -0.7146
H 2.7987 5.8323 0.7124
H -1.1992 3.9119 1.4905
H 0.5480 5.5053 3.4156
H -1.2005 5.4152 3.4297
H -0.3862 6.1072 2.0442
H 0.1762 2.8977 4.0222
H -0.5566 1.8312 2.8340
H -1.5471 3.0097 3.7183
C -0.4665 -7.1207 0.2351
N -1.8287 -6.4373 0.4860
C -2.5943 -6.4046 -0.8475
N -1.8257 -5.7608 -1.8500
C -0.5434 -6.4413 -2.0277
N 0.2396 -6.4558 -0.7960
C 0.7020 -5.1232 -0.4055
P -0.6819 -3.9253 -0.0789
C -1.6481 -5.0556 1.0446
C -1.6624 -4.3249 -1.6105
H -0.7000 -8.1480 -0.0463
H 0.0745 -7.1031 1.1806
H -2.3557 -7.0017 1.1547
H -3.5337 -5.8852 -0.6587
H -2.7896 -7.4451 -1.1082
H 0.0248 -5.9362 -2.8070
H -0.7289 -7.4685 -2.3444
H 1.3372 -4.7273 -1.2009
H 1.3279 -5.1982 0.4876
H -2.6378 -4.6416 1.2441
H -1.1256 -5.1563 1.9981
H -1.1629 -3.8857 -2.4773
H -2.6483 -3.8574 -1.5449
```

Calculated values
⟨S²⟩ = 0.76
spin multiplicity = 2
strongest force on any atom = 0.7 eV/A
relative energy (zero: lowest compared OMol25 entry of this formula, charge and spin) = 16.44 kcal per mole
net charge = +3
LUMO (alpha / beta) = -0.28912 / -0.29529 Ha

***

(4)
A structure of composition C39H52N4OP2Re in a non-equilibrium geometry, computed with wB97M-V/def2-TZVPD.

Geometry as XYZ:
```
99
Properties=species:S:1:pos:R:3
Re 1.3388 -0.9049 1.8153
C -1.7200 2.4384 1.0044
C -2.4960 1.3374 0.9486
C -2.0647 -0.0205 0.2927
C -0.7813 -0.0256 -0.5908
C 0.5296 -0.4605 -0.0860
C 1.4094 0.7316 0.2787
C 0.8872 2.1668 0.0019
C -0.5391 2.8332 0.1498
C 2.6001 -2.4131 2.2824
H -1.6662 2.9108 2.0124
H -3.0365 1.2065 1.9032
H -2.9133 -0.3503 -0.3654
H -1.8449 -0.7898 1.0515
H -0.9360 -0.9096 -1.3115
H -0.6143 0.8986 -1.0765
H 1.0298 -1.2215 -0.7863
H 2.4255 0.6650 -0.1123
H 1.2332 2.3274 -1.0298
H 1.5399 2.7898 0.6032
H -0.3581 3.8794 0.4421
H -0.9897 3.0004 -0.8275
H 2.6348 -2.3196 3.4048
H 3.6535 -2.2664 1.8817
H 2.2215 -3.4715 2.0202
P 1.9880 -0.6935 -2.4554
P -1.9984 -0.1544 -2.6905
N 3.2641 0.3678 -2.9368
N 2.4505 -1.9881 -3.5515
N -1.9834 1.4890 -3.2125
N -3.3866 -0.6519 -3.5570
C 0.7325 0.0354 -3.6010
C -0.6129 -0.7326 -3.7241
C 4.5341 0.2383 -2.3433
C 5.4692 0.8098 -3.1908
C 4.7697 1.3129 -4.3518
C 3.4234 1.0422 -4.1640
C 2.6353 -3.3122 -3.1341
C 2.9628 -4.0761 -4.2507
C 2.9562 -3.1968 -5.4017
C 2.6342 -1.9208 -4.9466
C -2.2683 2.6353 -2.4485
C -2.1607 3.7383 -3.2800
C -1.7880 3.2777 -4.5889
C -1.6539 1.8955 -4.5258
C -4.0978 -0.0305 -4.6035
C -5.0129 -0.9509 -5.0844
C -4.8554 -2.1703 -4.3235
C -3.8455 -1.9716 -3.4029
H 1.0642 0.0024 -4.6683
H 0.6567 1.1038 -3.3185
H -0.9562 -0.6492 -4.7836
H -0.4876 -1.8077 -3.5127
H 4.6048 -0.2538 -1.3740
H 6.5416 0.8312 -3.0291
H 5.1968 1.7613 -5.2437
H 2.5627 1.2815 -4.7860
H 2.4903 -3.5772 -2.0918
H 3.1965 -5.1298 -4.2820
H 3.1658 -3.4447 -6.4296
H 2.4958 -0.9906 -5.4853
H -2.6306 2.5316 -1.4081
H -2.3881 4.7754 -3.0406
H -1.7246 3.8341 -5.5094
H -1.4017 1.1583 -5.2802
H -3.9007 1.0048 -4.8858
H -5.7139 -0.8062 -5.8938
H -5.4184 -3.0849 -4.4558
H -3.3936 -2.6002 -2.6358
C 3.3669 0.1368 5.0537
C 2.1155 1.0131 4.8950
C 1.8965 1.5615 3.4869
C 0.9095 0.3013 5.4826
C 0.9224 0.1916 6.8693
C -0.1796 -0.2802 7.5605
C -1.3186 -0.5992 6.8331
C -1.3461 -0.5151 5.4450
C -2.6914 -0.7701 4.7914
C -3.1570 -2.1948 5.0820
C -3.7641 0.2108 5.2865
C -0.1297 -0.2762 4.6988
O 0.0987 -0.7590 3.4513
H 3.3231 -0.7732 4.4412
H 3.4595 -0.1722 6.1006
H 4.2618 0.6992 4.7685
H 2.2543 1.9135 5.5331
H 1.6079 0.6838 2.8355
H 1.0731 2.2722 3.5206
H 2.7826 1.9898 3.0184
H 1.8075 0.5517 7.3962
H -0.1800 -0.3273 8.6551
H -2.2381 -0.8943 7.3427
H -2.5853 -0.6379 3.7051
H -3.3936 -2.3167 6.1409
H -4.0461 -2.4500 4.5026
H -2.3765 -2.9104 4.8372
H -3.4407 1.2497 5.1881
H -4.6883 0.0889 4.7105
H -4.0032 0.0484 6.3442
```

Calculated values
⟨S²⟩ = 3.94
spin multiplicity = 4
strongest force on any atom = 5.6 eV/A
relative energy (zero: lowest compared OMol25 entry of this formula, charge and spin) = 145.39 kcal per mole
net charge = +2
LUMO (alpha / beta) = -0.28287 / -0.32648 Ha